Molecular formula: C21H31N2
Method: DFT, wB97M-V/def2-TZVPD

Results
Largest force on an atom in eV Å⁻¹: 1.4
HOMO energy in hartree: -0.408
Gap between HOMO and LUMO in eV: 7.2
Molecular weight in Da: 311.493
Calculated total energy in eV: -25253.9021
Net charge: +1
2S+1: 1

Each atom is followed by the atoms it is bonded to, with distances in Å.
Atoms and positions in Å:
1 C -1.06 -1.48 2.03  C2 1.523, C6 1.549, H9 1.095, H10 1.096
2 C 0.46 -1.45 2.02  C1 1.523, N3 1.490, H11 1.099, H12 1.099
3 N 0.98 -0.05 2.04  C2 1.490, C4 1.491, C8 1.489
4 C 0.48 0.67 3.25  N3 1.491, C5 1.523, H13 1.100, H14 1.099
5 C -1.04 0.69 3.28  C4 1.523, C6 1.552, H15 1.097, H16 1.095
6 C -1.60 -0.02 2.02  C1 1.549, C5 1.552, C7 1.551, H17 1.096
7 C -1.02 0.69 0.77  C6 1.551, C8 1.524, H18 1.096, H19 1.095
8 C 0.50 0.66 0.82  N3 1.489, C7 1.524, H20 1.098, H21 1.097
9 H -1.41 -2.02 1.15  C1 1.095
10 H -1.40 -2.01 2.92  C1 1.096
11 H 0.88 -1.97 2.89  C2 1.099
12 H 0.86 -1.93 1.11  C2 1.099
13 H 0.91 0.17 4.13  C4 1.100
14 H 0.89 1.68 3.19  C4 1.099
15 H -1.38 0.19 4.19  C5 1.097
16 H -1.38 1.73 3.31  C5 1.095
17 H -2.70 0.00 2.01  C6 1.096
18 H -1.35 0.19 -0.15  C7 1.096
19 H -1.35 1.73 0.73  C7 1.095
20 H 0.92 1.67 0.85  C8 1.098
21 H 0.92 0.15 -0.05  C8 1.097
22 C 6.72 -1.27 -3.39  C23 1.530, C36 1.524, H37 1.096, H38 1.094
23 C 5.99 0.08 -3.42  C22 1.530, C24 1.534, H39 1.099, H40 1.097
24 C 4.59 0.05 -2.80  C23 1.534, N25 1.471, H41 1.095, H42 1.106
25 N 4.53 -0.68 -1.53  C24 1.471, C26 1.332, C35 1.463
26 C 3.89 -0.19 -0.47  N25 1.332, C27 1.411, H43 1.102
27 C 3.73 -0.85 0.77  C26 1.411, C28 1.382, H44 1.093
28 C 3.57 -0.17 1.96  C27 1.382, C29 1.442, H45 1.097
29 C 3.74 -0.76 3.26  C28 1.442, C30 1.420, C34 1.417
30 C 4.02 0.05 4.40  C29 1.420, C31 1.392, H46 1.092
31 C 4.20 -0.51 5.66  C30 1.392, C32 1.405, H47 1.093
32 C 4.09 -1.90 5.83  C31 1.405, C33 1.404, H48 1.094
33 C 3.81 -2.72 4.73  C32 1.404, C34 1.396, H49 1.091
34 C 3.66 -2.16 3.46  C29 1.417, C33 1.396, H50 1.091
35 C 5.08 -2.04 -1.57  N25 1.463, C36 1.530, H51 1.093, H52 1.104
36 C 6.51 -2.06 -2.11  C22 1.524, C35 1.530, H53 1.097, H54 1.097
37 H 6.38 -1.87 -4.25  C22 1.096
38 H 7.79 -1.09 -3.53  C22 1.094
39 H 6.61 0.84 -2.91  C23 1.099
40 H 5.90 0.42 -4.46  C23 1.097
41 H 4.23 1.07 -2.64  C24 1.095
42 H 3.91 -0.46 -3.51  C24 1.106
43 H 3.51 0.85 -0.57  C26 1.102
44 H 3.72 -1.94 0.77  C27 1.093
45 H 3.45 0.92 1.93  C28 1.097
46 H 4.12 1.13 4.25  C30 1.092
47 H 4.45 0.13 6.51  C31 1.093
48 H 4.23 -2.34 6.82  C32 1.094
49 H 3.72 -3.80 4.86  C33 1.091
50 H 3.46 -2.82 2.61  C34 1.091
51 H 5.05 -2.47 -0.57  C35 1.093
52 H 4.42 -2.64 -2.23  C35 1.104
53 H 6.79 -3.11 -2.26  C36 1.097
54 H 7.17 -1.66 -1.33  C36 1.097

Molecular formula: C21H31N2
Method: DFT, wB97M-V/def2-TZVPD

Results
Largest force on an atom in eV Å⁻¹: 0.8
HOMO energy in hartree: -0.422
Gap between HOMO and LUMO in eV: 8.6
Molecular weight in Da: 311.493
Calculated total energy in eV: -25255.7103
Structure (SMILES): CN(Cc1ccccc1)C1=CC(=[N+]2CCCCC2)CC(C)(C)C1
Net charge: +1
2S+1: 1

Each atom is followed by the atoms it is bonded to, with distances in Å.
Atoms and positions in Å:
1 C -3.67 -2.19 0.06  N2 1.446, H52 1.088, H53 1.088, H54 1.094
2 N -2.34 -1.82 -0.37  C1 1.446, C3 1.332, C38 1.456
3 C -1.44 -1.32 0.47  N2 1.332, C4 1.389, C33 1.495
4 C -0.12 -1.13 0.09  C3 1.389, C5 1.393, H37 1.073
5 C 0.86 -0.59 0.93  C4 1.393, N6 1.328, C22 1.500
6 N 2.12 -0.44 0.54  C5 1.328, C7 1.452, C14 1.452
7 C 3.19 0.02 1.40  N6 1.452, H8 1.087, C9 1.531, H21 1.094
8 H 2.94 -0.11 2.45  C7 1.087
9 C 3.54 1.48 1.08  C7 1.531, C10 1.526, H19 1.089, H20 1.092
10 C 3.96 1.59 -0.38  C9 1.526, C11 1.526, H17 1.090, H18 1.092
11 C 2.89 0.98 -1.28  C10 1.526, H12 1.090, H13 1.092, C14 1.532
12 H 3.22 0.97 -2.32  C11 1.090
13 H 1.97 1.57 -1.23  C11 1.092
14 C 2.57 -0.45 -0.84  N6 1.452, C11 1.532, H15 1.086, H16 1.094
15 H 1.82 -0.88 -1.51  C14 1.086
16 H 3.47 -1.07 -0.91  C14 1.094
17 H 4.12 2.63 -0.64  C10 1.090
18 H 4.90 1.05 -0.53  C10 1.092
19 H 4.34 1.81 1.74  C9 1.089
20 H 2.66 2.10 1.26  C9 1.092
21 H 4.07 -0.61 1.20  C7 1.094
22 C 0.47 -0.21 2.32  C5 1.500, H23 1.089, C24 1.535, H36 1.095
23 H 1.06 0.63 2.68  C22 1.089
24 C -1.01 0.18 2.43  C22 1.535, C25 1.529, C29 1.531, C33 1.534
25 C -1.37 0.39 3.90  C24 1.529, H26 1.087, H27 1.087, H28 1.088
26 H -2.41 0.67 4.00  C25 1.087
27 H -0.77 1.19 4.33  C25 1.087
28 H -1.19 -0.51 4.48  C25 1.088
29 C -1.26 1.48 1.66  C24 1.531, H30 1.087, H31 1.087, H32 1.088
30 H -2.31 1.76 1.74  C29 1.087
31 H -0.67 2.29 2.08  C29 1.087
32 H -1.01 1.37 0.61  C29 1.088
33 C -1.87 -0.95 1.86  C3 1.495, C24 1.534, H34 1.090, H35 1.095
34 H -2.91 -0.64 1.87  C33 1.090
35 H -1.77 -1.83 2.50  C33 1.095
36 H 0.67 -1.06 2.99  C22 1.095
37 H 0.16 -1.44 -0.89  C4 1.073
38 C -2.05 -1.98 -1.79  N2 1.456, C39 1.513, H50 1.092, H51 1.096
39 C -1.52 -0.71 -2.43  C38 1.513, C40 1.389, C44 1.389
40 C -2.04 0.53 -2.09  C39 1.389, C41 1.384, H49 1.080
41 C -1.54 1.68 -2.66  C40 1.384, C42 1.385, H48 1.079
42 C -0.52 1.61 -3.60  C41 1.385, C43 1.384, H47 1.079
43 C -0.01 0.37 -3.96  C42 1.384, C44 1.384, H46 1.079
44 C -0.51 -0.78 -3.38  C39 1.389, C43 1.384, H45 1.081
45 H -0.11 -1.74 -3.66  C44 1.081
46 H 0.77 0.30 -4.70  C43 1.079
47 H -0.14 2.51 -4.05  C42 1.079
48 H -1.96 2.64 -2.39  C41 1.079
49 H -2.84 0.60 -1.36  C40 1.080
50 H -2.99 -2.25 -2.29  C38 1.092
51 H -1.35 -2.80 -1.94  C38 1.096
52 H -4.07 -2.94 -0.61  C1 1.088
53 H -3.65 -2.61 1.07  C1 1.088
54 H -4.35 -1.33 0.05  C1 1.094

Across the entries above, energy relative to the best compared isomer or geometry (same formula, charge and spin) takes the values 174.5; 0.0 kJ/mol, respectively.